This record from the OMol25 dataset describes a 7-piece molecular cluster, H12IO6 overall. The level of theory is wB97M-V/def2-TZVPD.

Results
Highest occupied orbital energy ... -5.47 eV
LUMO ... 3.1 eV
Energy above the lowest of the compared OMol25 structures with the same formula, charge and spin ... 6.1 kcal per mole
Total charge ... -1

Positions of all 19 atoms, in Å:
I  0.00859  -0.37278  0.26471
O  -1.09958  -2.60529  -2.36780
H  -0.47122  -2.06845  -1.85394
H  -1.63467  -3.03657  -1.69461
O  3.57775  -1.47534  0.24816
H  3.88859  -0.74764  0.79512
H  2.65159  -1.24629  0.05778
O  1.61165  2.57075  -1.52835
H  1.38263  2.16027  -2.36791
H  1.31476  1.92527  -0.86705
O  1.46043  0.31962  3.40657
H  1.86319  1.18932  3.32067
H  0.95905  0.20128  2.56977
O  -3.57678  -0.21013  1.75158
H  -3.56384  0.20770  2.61820
H  -2.64087  -0.25973  1.49507
O  -1.73751  1.39337  -2.21147
H  -2.62550  1.46345  -1.84748
H  -1.36828  0.59118  -1.78901

***

This record from the OMol25 dataset describes H12KO6 as an isolated structure. The level of theory is wB97M-V/def2-TZVPD.

Results
Highest occupied orbital energy ... -14.61 eV
LUMO ... -3.4 eV
Energy above the lowest of the compared OMol25 structures with the same formula, charge and spin ... 6.2 kcal per mole
Total charge ... +1

Positions of all 19 atoms, in Å:
K  -18.95813  -1.52856  24.59071
O  -16.96220  -1.07477  22.51647
H  -16.09504  -1.26306  22.89748
H  -16.77310  -0.52673  21.74461
O  -21.41414  0.08598  24.45463
H  -20.59437  0.60073  24.56285
H  -22.14038  0.71291  24.55806
O  -18.93701  1.38660  24.89832
H  -18.50236  2.02703  24.31749
H  -19.28822  1.91914  25.62946
O  -18.71965  -4.24611  24.55452
H  -18.17637  -4.62626  25.25766
H  -19.31361  -4.95934  24.28743
O  -19.97801  -0.81641  22.10485
H  -19.52952  -0.02624  21.78363
H  -20.91993  -0.60411  22.05541
O  -17.05966  -2.11893  26.42123
H  -17.20718  -1.17809  26.57711
H  -16.28482  -2.15735  25.84308

***

This record from the OMol25 dataset describes H12LiO6 as an isolated structure. The level of theory is wB97M-V/def2-TZVPD.

Results
Highest occupied orbital energy ... -14.01 eV
LUMO ... -3.3 eV
Energy above the lowest of the compared OMol25 structures with the same formula, charge and spin ... 45.6 kcal per mole
Total charge ... +1

Positions of all 19 atoms, in Å:
Li  0.22650  0.82788  -0.13927
O  2.57243  2.28613  1.03146
H  3.44017  1.99620  1.31289
H  2.39781  3.06649  1.55756
O  1.99011  -0.84876  -1.54257
H  2.90785  -0.82927  -1.27125
H  1.98060  -1.41178  -2.31662
O  -1.67001  3.18574  -0.60156
H  -2.60015  3.07535  -0.40438
H  -1.62107  4.01975  -1.06877
O  -1.94046  -0.83323  -1.38092
H  -2.87142  -0.99029  -1.22320
H  -1.79007  -1.15475  -2.26988
O  -0.52667  -3.95552  0.21338
H  -0.43446  -3.16069  -0.31196
H  0.30868  -4.41091  0.10829
O  -0.62859  -0.13223  2.44888
H  -0.38056  0.01684  3.36129
H  -1.36070  -0.74703  2.49658

***

This record from the OMol25 dataset describes H12MgO6 as an isolated structure. The level of theory is wB97M-V/def2-TZVPD.

Results
Highest occupied orbital energy ... -20.24 eV
LUMO ... -7.1 eV
Energy above the lowest of the compared OMol25 structures with the same formula, charge and spin ... 5.5 kcal per mole
Total charge ... +2

Positions of all 19 atoms, in Å:
Mg  0.03369  -0.00547  0.02057
O  -0.32845  1.76783  -0.92332
H  -1.07604  2.37647  -1.02919
H  0.43497  2.24714  -1.28778
O  1.55598  0.73340  1.10352
H  2.25676  0.19282  1.50337
H  1.64267  1.60469  1.52524
O  -1.22231  0.62549  1.47739
H  -1.94839  1.26516  1.51304
H  -1.14179  0.28881  2.38547
O  -1.74190  -0.60399  -0.86257
H  -2.25629  -1.41885  -0.75030
H  -1.99287  -0.26873  -1.73989
O  0.31366  -1.79694  0.84367
H  1.24592  -2.07231  0.82692
H  -0.19287  -2.62068  0.75034
O  1.21719  -0.60342  -1.53868
H  2.11515  -0.30023  -1.75607
H  1.08495  -1.41121  -2.06171

***

This record from the OMol25 dataset describes H12MnO10P as an isolated structure. The level of theory is wB97M-V/def2-TZVPD.

Results
Highest occupied orbital energy (spin up / spin down) ... -2.39 / -2.40 eV
Spin multiplicity ... 6
LUMO (spin up / spin down) ... 1.4 / 1.4 eV
Total charge ... -1

Positions of all 24 atoms, in Å:
Mn  -14.53518  -16.32472  32.67783
P  -14.86675  -18.93820  32.39265
O  -13.73983  -19.99766  32.15223
O  -16.24363  -19.65248  32.49211
O  -14.99478  -17.72472  31.38684
O  -14.37762  -18.06965  33.61546
O  -17.06607  -17.24168  29.98868
H  -16.41666  -17.47395  30.65242
H  -16.90475  -16.31547  29.80886
O  -15.74965  -17.55314  35.79271
H  -14.99830  -17.67801  36.37245
H  -15.47070  -17.92330  34.95521
O  -13.88798  -15.17436  34.46252
H  -14.05485  -15.38747  35.38066
H  -13.15561  -14.55856  34.48836
O  -14.79286  -14.68565  31.35584
H  -14.25875  -13.89848  31.46215
H  -15.46663  -14.43495  30.72384
O  -16.53409  -15.96963  33.22302
H  -17.07510  -15.25486  33.55866
H  -17.12589  -16.72100  33.18485
O  -12.40066  -16.09695  32.31751
H  -11.82540  -15.76991  31.62588
H  -11.84020  -16.66320  32.84806

***

This record from the OMol25 dataset describes H12NaO10S as an isolated structure. The level of theory is wB97M-V/def2-TZVPD.

Results
Highest occupied orbital energy ... -4.72 eV
LUMO ... 2.2 eV
Energy above the lowest of the compared OMol25 structures with the same formula, charge and spin ... 221.2 kcal per mole
Total charge ... -1

Positions of all 24 atoms, in Å:
Na  0.31287  -0.31921  0.22492
S  -1.82594  0.43536  -1.10953
O  -0.79107  0.41442  -2.16129
O  -3.07494  -0.28353  -1.55518
O  -1.31274  -0.23245  0.05038
O  -2.18484  1.78908  -0.83164
O  0.88254  0.97561  -1.21515
H  0.10228  0.73745  -1.71585
H  0.67967  1.83678  -0.84984
O  0.87903  -1.80267  1.21726
H  0.19912  -2.44277  1.42754
H  1.57780  -2.31828  0.81466
O  0.47813  -1.39090  -1.34208
H  0.10530  -2.18038  -1.73446
H  -0.18164  -0.71382  -1.49206
O  2.18677  -0.27703  0.26093
H  2.66077  0.54405  0.12909
H  2.35413  -0.78127  -0.53529
O  -1.61275  0.72347  1.80166
H  -2.51345  0.71682  2.12561
H  -1.68511  0.45476  0.88581
O  0.97784  1.18394  1.53028
H  0.22961  1.72527  1.78197
H  1.55663  1.20528  2.29237

***

This record from the OMol25 dataset describes H12NaO6 as an isolated structure. The level of theory is wB97M-V/def2-TZVPD.

Results
Highest occupied orbital energy ... -15.04 eV
LUMO ... -3.2 eV
Energy above the lowest of the compared OMol25 structures with the same formula, charge and spin ... 10.5 kcal per mole
Total charge ... +1

Positions of all 19 atoms, in Å:
Na  0.16213  -0.25109  -0.16946
O  -0.57464  -0.03874  -2.62504
H  -0.80143  0.81937  -2.98342
H  0.24118  -0.27514  -3.06638
O  2.15434  -0.95467  -1.37355
H  2.85422  -1.59529  -1.50010
H  2.20423  -0.38932  -2.14434
O  0.32193  0.22355  2.72198
H  -0.19963  0.63136  3.41328
H  1.13391  0.73009  2.70348
O  -0.10905  -2.05275  1.31987
H  0.51347  -1.73793  1.97531
H  -0.90480  -2.24314  1.81662
O  -2.48509  -0.26633  -0.36835
H  -2.95966  -1.00105  0.02048
H  -3.16491  0.26849  -0.77829
O  0.43884  2.33518  0.30620
H  1.31803  2.70283  0.39613
H  -0.14304  3.09464  0.33565

***

This record from the OMol25 dataset describes a 7-piece molecular cluster, H12O5S2 overall. The level of theory is wB97M-V/def2-TZVPD.

Results
Highest occupied orbital energy ... -9.24 eV
LUMO ... -6.5 eV
Energy above the lowest of the compared OMol25 structures with the same formula, charge and spin ... 151.6 kcal per mole
Total charge ... 0

Positions of all 19 atoms, in Å:
S  -0.48323  2.69732  -1.48785
S  1.01829  -1.74434  1.47314
H  -1.31471  3.00722  -2.48118
H  1.52429  -2.54825  2.41643
H  -1.45941  1.30704  0.25641
H  -2.11808  -0.06111  -0.05408
O  -2.20521  0.73403  0.51331
H  -0.35402  -1.26290  -1.25926
H  -0.87764  -1.94917  -0.00587
O  -1.16557  -1.48683  -0.78208
H  1.57956  0.03487  -1.65776
H  0.26892  0.79921  -1.88655
O  0.72527  -0.03610  -2.09556
H  -0.33137  -0.37012  2.63490
H  -1.62311  0.35930  2.22745
O  -1.05302  0.16695  2.97500
H  2.21592  -0.54041  -0.17767
H  2.93953  0.75606  0.05519
O  2.71357  0.13723  -0.66397

***

This record from the OMol25 dataset describes a 6-piece molecular cluster, H12O6 overall. The level of theory is wB97M-V/def2-TZVPD.

Results
Highest occupied orbital energy ... -10.65 eV
LUMO ... -0.5 eV
Energy above the lowest of the compared OMol25 structures with the same formula, charge and spin ... 39.6 kcal per mole
Total charge ... 0
SMILES string ... O.O.O.O.O.O

Positions of all 18 atoms, in Å:
O  -0.77011  0.48433  -0.80233
H  0.13089  0.48333  -1.09733
H  -0.97811  -0.46567  -0.82433
O  -2.52111  -0.55367  2.11467
H  -1.59911  -0.33667  2.24567
H  -2.69611  -0.76867  1.21267
O  1.90989  -0.14067  -1.04033
H  2.06289  0.01433  -0.12433
H  1.52389  -0.99667  -1.08533
O  -1.85011  -2.18667  -0.27933
H  -0.97411  -2.57567  -0.46733
H  -2.44011  -2.88467  -0.43033
O  -0.09211  1.23733  1.92467
H  0.40589  0.45133  1.76367
H  -0.58311  1.26933  1.05267
O  2.65389  2.48633  -1.11533
H  3.37189  2.86133  -1.54733
H  2.44489  1.62133  -1.50033

***

This record from the OMol25 dataset describes a 6-piece molecular cluster, H12O6 overall. The level of theory is wB97M-V/def2-TZVPD.

Results
Highest occupied orbital energy ... -11.14 eV
LUMO ... 0.5 eV
Energy above the lowest of the compared OMol25 structures with the same formula, charge and spin ... 47.2 kcal per mole
Total charge ... 0
SMILES string ... O.O.O.O.O.O

Positions of all 18 atoms, in Å:
H  2.95257  -1.85288  -0.34029
H  1.49960  -1.20133  -0.09337
H  -0.68320  -1.62638  0.35794
H  -0.17659  -0.69650  1.36459
H  -2.91563  -1.88863  0.17313
H  -2.67266  -0.47416  -0.38087
H  -1.43980  1.39133  -0.04723
H  -2.53769  1.70698  -1.27998
H  2.40967  0.20546  -0.29760
H  2.82069  1.58274  -1.08563
H  -0.04213  2.14388  1.34320
H  0.78303  1.13295  0.25677
O  2.35393  -1.13519  -0.67257
O  0.14633  -1.55922  0.93440
O  -2.33698  -1.43624  -0.53485
O  -2.44879  1.38135  -0.36685
O  2.27950  1.27142  -0.23237
O  0.00815  1.05443  0.90159

***

This record from the OMol25 dataset describes a 6-piece molecular cluster, H12O6 overall. The level of theory is wB97M-V/def2-TZVPD.

Results
Highest occupied orbital energy ... -10.30 eV
LUMO ... 0.1 eV
Energy above the lowest of the compared OMol25 structures with the same formula, charge and spin ... 35.7 kcal per mole
Total charge ... 0
SMILES string ... O.O.O.O.O.O

Positions of all 18 atoms, in Å:
O  -0.85260  0.39556  -0.56869
H  0.05676  0.21608  -0.80763
H  -1.08007  -0.29939  0.04900
O  0.26433  0.18180  1.91866
H  0.58705  1.06575  1.74338
H  -0.56028  0.31563  2.38592
O  -2.04107  2.53773  -1.70267
H  -2.75007  2.10782  -2.18091
H  -1.64197  1.83828  -1.18524
O  2.23486  -1.50525  1.37922
H  2.41018  -0.94297  0.62468
H  1.36717  -1.23728  1.68176
O  -1.82669  -2.64322  -1.27616
H  -2.63983  -2.18291  -1.06845
H  -1.81144  -3.38709  -0.67395
O  2.56277  0.84678  -0.05886
H  3.38068  0.97816  -0.53843
H  2.34023  1.71453  0.27835

***

This record from the OMol25 dataset describes a 6-piece molecular cluster, H12O6 overall. The level of theory is wB97M-V/def2-TZVPD.

Results
Highest occupied orbital energy ... -10.89 eV
LUMO ... 0.3 eV
Energy above the lowest of the compared OMol25 structures with the same formula, charge and spin ... 92.1 kcal per mole
Total charge ... 0
SMILES string ... O.O.O.O.O.O

Positions of all 18 atoms, in Å:
O  3.00400  31.61400  31.90600
H  2.92200  31.38100  30.95900
H  2.23600  31.33600  32.42900
O  0.48000  31.30700  33.22200
H  -0.24500  30.82500  33.76800
H  0.75400  30.48700  33.32500
O  2.40200  28.13200  30.97600
H  1.68500  28.58300  30.60400
H  2.15700  27.31100  30.81900
O  0.42500  27.07600  35.17000
H  1.00300  27.91900  34.71300
H  0.21600  27.48400  36.03100
O  1.89600  29.31000  33.64600
H  2.76000  29.40700  34.15500
H  2.39600  28.88900  32.91600
O  4.37500  29.74100  35.04600
H  4.85700  30.28200  34.28200
H  4.83000  29.11600  35.33900